No. 1
C20H36N3O3Pt as an isolated structure, computed with ωB97M-V with the def2-TZVPD basis set.

Geometry as XYZ:
```
63
Properties=species:S:1:pos:R:3:forces:R:3
Pt -0.547429 -0.810723 -1.199109 0.1485 0.0031 -0.2595
N 1.557038 -4.092776 1.374080 -0.0888 0.1436 0.0400
C 2.456691 -3.197429 2.136586 -0.1222 0.0245 -0.1205
C 3.233608 -2.296107 1.175934 0.0371 0.0223 -0.0338
C 2.416197 -1.192640 0.486398 0.0063 -0.1268 0.0598
N 1.595098 -1.668025 -0.667960 -0.1589 0.1587 0.1948
C 1.587818 -0.434003 1.524688 -0.1205 -0.0511 -0.1589
C 0.749787 -1.326176 2.435364 0.2412 -0.0236 -0.0452
N -0.327003 -2.029018 1.641956 0.0345 0.1666 0.2342
C 1.633170 -2.365073 3.129456 -0.0779 -0.0611 -0.0997
H 2.063970 -4.556551 0.628888 0.0340 -0.0383 -0.0111
H 0.062681 -2.919081 1.296872 0.1457 -0.3578 -0.1973
H 1.207943 -4.833075 1.973187 -0.0105 -0.0445 0.0339
H 3.182037 -3.781505 2.703599 0.0968 -0.0132 0.0800
H 3.751823 -2.908865 0.433101 0.0083 0.0251 -0.0088
H 4.011720 -1.796415 1.759465 0.0135 -0.0298 -0.0342
H 3.128530 -0.481295 0.076099 -0.0080 0.0862 -0.0990
H 1.396251 -2.662199 -0.633443 -0.0433 -0.0450 0.0459
H 2.073115 -1.484653 -1.541196 0.0777 -0.0092 -0.0151
H 0.953727 0.298097 1.029640 -0.0270 0.0408 0.0251
H 2.272406 0.121575 2.170760 -0.0126 -0.0400 -0.0035
H 0.247848 -0.694455 3.162913 -0.0871 -0.0190 0.0714
H -0.606263 -1.495174 0.791751 -0.1615 0.0288 0.2828
H -1.151994 -2.234915 2.198005 -0.0796 0.0626 0.0436
H 1.040086 -3.021335 3.774932 0.0160 0.0291 -0.0263
H 2.322900 -1.824209 3.779340 -0.0367 -0.0048 0.0492
C -3.275382 -3.670085 -0.970079 0.0134 -0.0076 0.0976
C -2.289868 -3.067679 -1.961585 -0.0843 -0.1334 0.0467
C -2.946915 -1.899398 -2.692703 0.1925 0.1119 0.1524
C -1.835133 -4.117641 -2.967285 0.1542 -0.0336 0.0283
O -1.127126 -2.667565 -1.204615 -0.1260 0.0998 -0.3021
H -4.162688 -4.042818 -1.485248 0.0231 0.0071 0.0515
H -3.587473 -2.915594 -0.242622 -0.0277 -0.0322 -0.0326
H -2.807737 -4.500688 -0.438155 -0.0322 0.0003 -0.0030
H -3.835946 -2.228971 -3.231154 0.0037 -0.0677 0.0328
H -2.264273 -1.469196 -3.429351 0.0130 0.0702 0.0178
H -3.269185 -1.126214 -1.984152 0.0743 0.0026 -0.0603
H -2.658571 -4.408992 -3.621652 0.0310 -0.0111 0.0330
H -1.469753 -5.008957 -2.450903 -0.0005 0.0685 -0.0475
H -1.026133 -3.715016 -3.581880 -0.0695 -0.0331 -0.0054
C 0.067545 7.414940 0.324052 0.0025 -0.0383 -0.0165
C -0.044895 5.941438 0.047142 0.0482 0.0467 -0.0193
C 0.961910 5.258719 -0.620074 0.0187 0.0532 -0.0551
C 0.887595 3.898223 -0.886888 0.0253 -0.1311 0.0106
C 2.065931 3.280637 -1.611310 -0.1147 0.0094 0.1660
C -0.245410 3.180308 -0.435845 0.0305 0.1038 0.0410
C -1.284354 3.860392 0.246073 -0.0188 -0.1435 -0.0137
C -2.555445 3.209224 0.746541 0.1558 -0.0217 -0.0349
C -1.157498 5.223511 0.461602 -0.0454 0.0464 0.0239
C -0.341025 1.721604 -0.657058 0.0731 -0.0616 -0.0327
O 0.340007 1.116543 -1.550325 -0.1096 0.1602 0.0198
O -1.094720 0.976607 0.055097 0.0328 0.1206 -0.0186
H 0.813738 7.882147 -0.317422 -0.0157 -0.0062 0.0125
H 0.363247 7.586318 1.361183 -0.0022 -0.0040 -0.0029
H -0.887080 7.918360 0.169005 0.0165 -0.0171 0.0017
H 1.835455 5.806749 -0.959939 -0.0618 -0.0315 0.0240
H 2.766276 4.062227 -1.900929 -0.0111 0.0023 0.0396
H 1.764965 2.733958 -2.498160 -0.0418 -0.0139 -0.0512
H 2.597773 2.578144 -0.962731 -0.0474 -0.0098 -0.0519
H -3.044638 2.617746 -0.025285 0.0079 -0.0144 -0.0223
H -3.249080 3.977726 1.085851 0.0337 -0.0174 -0.0279
H -2.353088 2.535681 1.579171 -0.0044 0.0077 -0.0195
H -1.962764 5.743629 0.970313 0.0380 -0.0088 -0.0295
```
Positions in Å, forces in eV/Å.

Calculated values
E_LUMO (alpha / beta) = -2.42 / -3.74 eV
charge = +1
2S+1 = 3
Kohn-Sham gap (alpha / beta) = 8.495 / 7.363 eV

***

No. 2
A 9-piece molecular cluster, C54H55BrF15IN2O29S overall, computed with ωB97M-V with the def2-TZVPD basis set.

Geometry as XYZ:
```
158
Properties=species:S:1:pos:R:3:forces:R:3
C 6.087715 -2.066536 3.951321 -0.4316 -0.3456 -1.2019
C 4.696227 -2.536582 3.321739 0.5891 -0.6427 1.7964
Br 4.606938 -2.139058 1.399447 0.2511 -0.0211 0.5156
C 3.471965 -2.022789 4.195530 0.3298 0.8598 -0.0331
C 2.376734 -1.237102 3.444737 -2.4590 0.8563 -0.7924
C 1.014521 -1.779215 3.276006 0.1850 1.0764 -0.1317
C 0.758757 -3.190398 3.854885 0.8252 -1.5221 -1.6302
C 1.467400 -4.313911 2.854514 -2.1632 0.9421 -2.3679
C 0.629889 -4.613465 1.508746 4.2187 1.9989 -0.4425
O 1.965079 -3.799472 1.594148 0.0291 -1.3681 2.7553
C -0.044128 -1.018845 2.589493 0.5682 0.6515 0.1346
C -1.505512 -1.554284 2.368582 0.2460 -0.5701 -0.5023
C -1.806825 -1.950047 0.842936 -0.6940 -0.1261 0.1154
C -2.630392 -3.299067 0.717402 0.4053 0.5778 -0.2625
I -3.984412 -3.053615 -1.010845 0.4510 -0.3484 0.5485
C 0.196163 0.331887 2.055074 1.3383 -1.1668 1.2216
C -0.926963 1.152739 1.375896 0.2078 0.3510 -0.2232
C -1.439663 2.389153 2.204251 1.6413 0.7713 0.2171
S -3.013272 2.096322 3.097272 -0.0849 0.9961 0.4328
C -3.154826 3.610549 4.079201 -0.0011 0.3268 0.8938
N -3.755806 3.817974 5.260592 1.4415 -0.2544 -2.6939
N -3.509898 5.122044 5.517244 0.6785 3.0695 0.4007
C -2.785807 5.737227 4.580846 -2.1657 -4.2407 1.4793
O -2.561496 4.739667 3.630726 0.7408 0.7846 -0.8540
C 1.550810 0.847002 2.205733 -0.1281 -0.7583 0.2386
C 2.583985 0.082553 2.885830 -0.0099 -0.5257 0.1567
C 3.999779 0.725502 3.001290 -1.7753 0.5115 -1.3890
O 4.722739 0.600639 3.949480 0.2510 -0.0050 -0.1601
C 4.402417 1.602609 1.764715 0.5253 -0.6029 -0.6349
C 5.903683 1.540588 1.371949 -0.1084 0.0900 1.4443
C 6.683600 2.674746 2.176779 0.3228 -0.3887 -0.2459
C 7.976205 3.138490 1.398964 -0.3575 0.1695 0.1018
C 7.851731 4.532738 0.704054 0.3749 0.3042 -0.5380
O 7.241240 5.499391 1.581290 -0.1760 -0.3232 -0.3278
C 3.449870 2.306503 1.110761 -0.4723 -0.3174 0.2944
C 3.794490 3.192314 -0.124163 0.3759 0.1649 1.3609
F 2.752299 4.012084 -0.495152 0.6931 -0.7713 0.1188
F 4.843200 4.042540 0.218107 -1.1311 -0.6900 -0.4451
C 4.267074 2.377284 -1.406999 0.0374 0.6803 -0.4761
F 5.538907 2.800303 -1.734688 -1.2005 -0.9632 0.2510
F 4.227727 1.030416 -1.204556 0.2216 1.2431 -0.1895
C 3.406397 2.661327 -2.703188 1.1160 -0.8098 -1.3475
F 2.117604 2.285684 -2.584562 1.0775 0.8144 0.1635
F 3.945840 1.850261 -3.685621 -0.5663 0.6933 0.9416
F 3.556855 3.922177 -3.167616 -0.7164 -1.1178 0.8942
C 1.983010 2.239727 1.661343 0.8800 -1.0095 0.0394
O 1.288505 3.221584 1.687013 -0.0651 -0.1131 -0.2478
H 6.462290 -1.227841 3.320399 -0.0108 -0.5953 0.7258
H 6.780811 -2.945288 3.875785 -0.3869 1.0131 0.1693
H 5.982536 -1.722080 5.004273 0.0161 -0.3665 -0.7847
H 4.713631 -3.653813 3.414126 -0.2918 1.0324 -0.5621
H 3.089682 -2.894103 4.778204 0.0539 0.7573 -0.7584
H 3.899750 -1.322719 4.962048 -0.4412 -0.6367 -0.7707
H 1.199967 -3.371324 4.859201 -0.4669 0.4968 -0.6380
H -0.307470 -3.500044 3.867565 0.7590 0.5279 0.1750
H 2.000724 -5.197587 3.342635 -0.6719 1.3133 -0.8700
H 1.002963 -5.402321 0.817084 -1.2352 -0.1181 1.0837
H 0.184041 -3.749710 0.965173 -1.3293 -1.2631 1.1042
H -1.730256 -2.469811 2.964020 0.4264 0.7900 -0.2261
H -2.274016 -0.793948 2.669257 0.8775 -0.5987 -0.0943
H -2.452204 -1.162661 0.370385 0.8098 -0.5736 0.4782
H -0.875710 -2.024252 0.228496 -0.6663 0.0976 0.5334
H -3.304538 -3.478983 1.582644 0.5579 0.0585 -0.6829
H -1.983387 -4.181661 0.488371 -0.8015 0.7119 0.3236
H -1.810423 0.563117 1.053965 0.9479 0.2138 0.2602
H -0.480503 1.574939 0.433926 -0.4836 -0.3225 0.8159
H -0.644713 2.629594 2.957894 -0.9071 -0.1554 -0.5639
H -1.474426 3.279271 1.527893 -0.4087 -0.8088 0.6018
H -2.420467 6.775518 4.549415 -0.2099 -1.0181 -0.3093
H 6.095278 1.558821 0.277088 -0.3373 0.2922 0.8135
H 6.320362 0.567106 1.746324 -0.5509 0.7461 -0.5032
H 5.995130 3.518387 2.439804 0.8244 -0.6382 -0.3654
H 7.034426 2.212126 3.133794 -0.5357 0.4460 -0.7175
H 8.194083 2.371931 0.606518 0.0708 0.6997 0.7138
H 8.820062 3.148868 2.129255 -0.5195 0.0958 -0.6898
H 8.858794 4.962909 0.438849 -0.7056 -0.7662 0.2538
H 7.304445 4.452652 -0.275657 0.2329 -0.0142 1.0057
H 6.564572 6.003953 1.108332 0.3160 -0.3061 0.0887
C -5.756303 -6.596606 0.079452 -0.4779 0.5996 -0.1020
C -5.628136 -8.084013 0.226815 -0.0933 -0.2848 -0.4109
O -4.228734 -8.272635 0.344120 -0.1622 0.4881 0.4273
C -3.747502 -7.131811 0.913073 0.7000 0.1976 0.1516
O -2.669591 -7.030815 1.404224 -0.2261 0.0268 -0.1138
O -4.658582 -6.121940 0.856915 0.1973 -0.5402 0.0461
F -6.060508 -8.725163 -0.886430 -0.0083 -0.1411 0.0437
H -5.639507 -6.264138 -0.954692 0.0491 -0.1905 -0.0093
H -6.702484 -6.218681 0.463882 0.1724 0.0795 0.1513
H -6.128254 -8.494745 1.104724 -0.0452 -0.1346 -0.1772
C 3.310823 1.129254 -6.950935 0.1428 -0.3286 0.6812
C 3.250343 2.421627 -7.712357 0.4703 0.1069 -0.4044
O 2.561478 2.061679 -8.893750 -0.2854 -0.1348 0.6324
C 1.743139 1.023246 -8.548187 -0.5997 -0.4253 -0.4899
O 0.833954 0.641008 -9.205104 0.2629 0.0502 0.1364
O 2.101583 0.486958 -7.347459 0.0311 0.3803 -0.3141
F 4.491236 2.852673 -8.046507 -0.0125 0.1545 0.0095
H 4.162891 0.510673 -7.242184 0.0437 0.2085 -0.1509
H 3.339244 1.280376 -5.873986 -0.2013 -0.1029 -0.0660
H 2.709038 3.221654 -7.201150 0.1340 0.0800 -0.0599
C 0.904899 6.964730 0.104985 0.7246 -0.1250 0.3292
C -0.124433 6.348669 -0.797695 -0.4028 -0.3677 0.3251
O -1.021473 7.418289 -1.030760 0.5642 0.0898 -0.1268
C -0.274681 8.560115 -0.935145 -0.0470 0.8670 -0.0686
O -0.626312 9.622357 -1.327912 -0.0122 -0.2649 0.1455
O 0.924828 8.320659 -0.338156 -0.5194 -0.1785 -0.2893
F -0.793346 5.349829 -0.171419 -0.0762 -0.0647 -0.1226
H 0.613268 6.931106 1.157135 -0.1796 -0.1417 -0.1008
H 1.884699 6.502010 -0.001967 0.0048 0.1961 -0.0653
H 0.269722 5.985429 -1.750167 -0.1155 -0.1192 0.0418
C -5.013485 8.105106 0.407307 0.1844 0.4308 -0.6540
C -4.384767 7.410048 1.579872 -0.0142 0.2425 0.4886
O -5.458135 6.670425 2.126538 0.1476 -0.0861 -0.6809
C -6.287761 6.387972 1.078485 -0.6929 -0.4478 0.0072
O -7.143059 5.567408 1.103837 0.1667 0.2210 -0.0260
O -6.002201 7.164449 -0.004772 0.1306 -0.2228 0.4418
F -3.956300 8.303361 2.508141 0.1636 -0.0681 0.0925
H -5.497890 9.043257 0.687305 0.0891 -0.0724 0.2157
H -4.301350 8.302661 -0.393067 -0.1342 -0.1559 -0.0753
H -3.568516 6.731921 1.316816 0.0730 0.0777 0.1391
C 2.171145 -5.490171 -3.654071 -0.0395 0.3305 -0.6787
C 2.752076 -6.627406 -2.864257 0.4958 0.1532 0.3788
O 1.964110 -6.632601 -1.689765 -0.3171 -0.0486 -0.5779
C 0.742868 -6.142752 -2.056906 -0.7447 0.1178 0.3573
O -0.242503 -6.248814 -1.405265 0.2580 0.1152 -0.0837
O 0.799246 -5.524043 -3.268122 0.2225 -0.3054 0.3529
F 4.040115 -6.380893 -2.523351 0.0596 -0.1416 -0.0007
H 2.602964 -4.525561 -3.377682 0.1323 -0.1528 0.1523
H 2.279833 -5.628829 -4.728851 -0.2314 -0.0163 0.0470
H 2.682343 -7.600420 -3.356585 0.1518 0.0010 0.0650
C -4.593860 -12.089011 2.612172 0.7638 0.1864 0.0706
C -5.519425 -13.196661 2.198840 -0.2107 -0.3593 0.4571
O -6.779544 -12.554040 2.147047 0.4740 0.3167 -0.3952
C -6.520525 -11.251942 1.837215 -0.4474 0.4976 -0.1024
O -7.335803 -10.479029 1.451184 0.1427 -0.1524 0.1952
O -5.207286 -10.947843 2.017822 -0.4398 -0.2866 -0.0557
F -5.566630 -14.172525 3.137231 -0.0343 -0.1101 -0.0855
H -4.555258 -11.958159 3.695823 -0.1536 -0.1851 -0.0199
H -3.580450 -12.229013 2.239127 -0.0912 0.2027 -0.1194
H -5.291518 -13.634948 1.224318 -0.0414 -0.1268 0.0947
C -1.527246 0.858644 -3.642582 0.3233 -0.8054 -0.7344
C -0.910026 2.172459 -3.270977 -0.1910 0.2046 -0.3381
O -1.815963 2.688248 -2.313744 0.2267 -0.3963 0.1992
C -2.380261 1.599472 -1.712113 -0.6810 -0.3867 0.2779
O -2.984235 1.642633 -0.690161 -0.0034 0.1470 -0.1393
O -2.161697 0.467141 -2.423103 0.1105 0.6498 0.3032
F -0.871781 3.018740 -4.332492 0.1463 0.1723 0.0184
H -2.284864 0.959555 -4.429394 0.6016 0.0354 0.4355
H -0.786212 0.122384 -3.954218 -0.0345 -0.0814 0.3057
H 0.082153 2.095372 -2.829897 -0.1179 0.1874 -0.1048
C -5.348023 3.973486 -3.154193 -0.3117 0.0952 0.7644
C -5.630777 4.383053 -4.570403 0.2302 0.5788 -0.1156
O -4.657070 3.664125 -5.307571 -0.3172 -0.5094 0.3514
C -4.405305 2.537600 -4.587831 0.2427 -0.3878 -0.0570
O -3.845548 1.576195 -5.015846 -0.7416 0.5246 -0.2005
O -4.874235 2.637989 -3.318990 0.1335 0.0094 -0.5973
F -5.421117 5.708514 -4.749384 -0.0748 0.0044 -0.1247
H -4.568216 4.581001 -2.689441 0.0037 0.0776 -0.2096
H -6.236041 4.001079 -2.524629 0.0736 -0.2392 -0.0022
H -6.629057 4.117894 -4.926357 0.0368 0.1420 -0.0716
```
Positions in Å, forces in eV/Å.

Calculated values
E_LUMO = -1.22 eV
Kohn-Sham gap = 7.569 eV
SMILES = C[C@H](Br)Cc1c(C[C@H]2CO2)c(CCCI)c(CCSc2nnco2)c2c1C(=O)C(CCCCO)=C(C(F)(F)C(F)(F)C(F)(F)F)C2=O.O=C1OC[C@@H](F)O1.O=C1OC[C@@H](F)O1.O=C1OC[C@@H](F)O1.O=C1OC[C@@H](F)O1.O=C1OC[C@@H](F)O1.O=C1OC[C@@H](F)O1.O=C1OC[C@@H](F)O1.O=C1OC[C@@H](F)O1

***

No. 3
A 2-piece molecular cluster, C3H8N2O2 overall, computed with ωB97M-V with the def2-TZVPD basis set.

Geometry as XYZ:
```
15
Properties=species:S:1:pos:R:3:forces:R:3
C 1.532063 0.971018 1.165396 -1.9582 1.1742 0.8032
N -0.071842 1.013812 0.715177 2.1632 -1.0858 -1.3787
N -1.092953 0.990513 1.404803 0.4529 0.4332 1.6478
H -1.508306 0.045897 1.499862 -0.2619 0.0754 -0.2865
H 1.652175 1.963407 1.596158 0.1851 -0.1207 0.2053
H 2.234830 0.846839 0.345787 -0.7258 -0.1511 -0.1847
H 1.638916 0.184909 1.909088 -0.1758 0.0074 -0.1173
C -1.479118 -0.900420 -1.262570 -0.3419 1.1949 0.2695
C -0.190481 -0.812507 -0.494931 4.0412 -2.0466 -1.3478
O 0.960187 -0.302053 -1.459289 -1.7216 -1.1330 0.1792
O 0.168236 -1.648720 0.311391 -0.9977 2.0181 -0.6816
H 1.570264 0.452266 -1.418637 -1.0269 -0.2009 0.7896
H -1.565398 -0.094850 -1.993327 0.0405 -0.1885 0.0964
H -2.319165 -0.837912 -0.565651 0.0670 -0.0501 -0.0529
H -1.529407 -1.872198 -1.753257 0.2601 0.0734 0.0585
```
Positions in Å, forces in eV/Å.

Calculated values
E_LUMO (alpha / beta) = -0.69 / -0.68 eV
Kohn-Sham gap (alpha / beta) = 7.585 / 7.959 eV
SMILES = [H]/N=N/C.CC(=O)O